1.
{"formula": "C66H64BF2N4O5P2S2Ti", "method": "ωB97M-V/def2-TZVPD", "homo_ev": -9.85, "homo_lumo_gap_ev": 7.108, "total_charge": 1, "de_lowest_kj_mol": 165.9, "elements": ["Ti", "O", "C", "C", "C", "C", "C", "C", "C", "O", "N", "N", "C", "C", "C", "C", "C", "C", "C", "O", "H", "H", "H", "H", "H", "H", "H", "H", "H", "H", "C", "C", "C", "C", "C", "C", "C", "S", "O", "C", "C", "C", "C", "C", "C", "C", "C", "C", "C", "C", "C", "C", "C", "C", "C", "C", "C", "C", "C", "S", "O", "C", "C", "C", "C", "C", "C", "C", "H", "H", "H", "H", "H", "H", "H", "H", "H", "H", "H", "H", "H", "H", "H", "H", "H", "H", "H", "H", "H", "H", "H", "H", "H", "H", "C", "P", "C", "N", "C", "C", "C", "C", "C", "C", "N", "C", "P", "C", "C", "C", "C", "C", "C", "C", "C", "C", "H", "H", "H", "H", "H", "H", "H", "H", "H", "H", "H", "H", "H", "H", "H", "H", "H", "H", "H", "H", "H", "H", "H", "H", "H", "H", "H", "H", "F", "B", "F"], "coordinates": [[-0.0600, 0.9877, 1.5783], [4.1946, -1.7907, 3.4574], [4.0836, -2.1867, 2.1845], [4.9357, -3.2037, 1.7495], [4.8709, -3.6632, 0.4510], [3.9553, -3.1193, -0.4551], [3.1105, -2.1146, -0.0329], [3.1534, -1.6366, 1.2802], [2.2265, -0.5746, 1.6753], [1.3435, -0.1103, 0.8181], [2.3110, -0.0889, 2.8786], [1.3958, 0.9521, 3.0405], [1.4576, 1.5891, 4.1505], [0.5423, 2.6455, 4.5148], [0.7398, 3.3336, 5.7161], [-0.1390, 4.3111, 6.1252], [-1.2633, 4.5736, 5.3433], [-1.4853, 3.8913, 4.1607], [-0.5678, 2.9502, 3.7096], [-0.7169, 2.3507, 2.5203], [3.5516, -1.0585, 3.6025], [5.6438, -3.6122, 2.4633], [5.5408, -4.4537, 0.1311], [3.9118, -3.4821, -1.4738], [2.3963, -1.6659, -0.7123], [2.2213, 1.2912, 4.8624], [1.6037, 3.0804, 6.3235], [0.0274, 4.8511, 7.0480], [-1.9805, 5.3188, 5.6644], [-2.3748, 4.0779, 3.5731], [-6.8380, -2.7658, -1.7346], [-5.4874, -2.1109, -1.5949], [-4.9329, -1.8657, -0.3406], [-3.6827, -1.2772, -0.2036], [-2.9788, -0.9593, -1.3528], [-3.5211, -1.1473, -2.6193], [-4.7706, -1.7287, -2.7308], [-1.4184, -0.1244, -1.2470], [-1.1349, -0.0548, 0.2468], [-0.2570, -1.3180, -1.9288], [0.6749, -0.6571, -2.7706], [1.6211, -1.3614, -3.4466], [1.7057, -2.7635, -3.2915], [2.6879, -3.5144, -3.9885], [2.7694, -4.8659, -3.8347], [1.8750, -5.5329, -2.9654], [0.9158, -4.8403, -2.2874], [0.7921, -3.4310, -2.4346], [-0.2321, -2.6934, -1.7592], [-1.2618, -3.4997, -1.0036], [-2.1969, -4.2727, -1.7712], [-2.2300, -4.2237, -3.1890], [-3.1376, -4.9624, -3.8932], [-4.0603, -5.7930, -3.2205], [-4.0571, -5.8561, -1.8569], [-3.1331, -5.0970, -1.0989], [-3.1339, -5.1550, 0.3198], [-2.2541, -4.4205, 1.0409], [-1.3162, -3.6069, 0.3653], [-0.2377, -2.6096, 1.3396], [-1.2090, -1.9366, 2.3458], [0.5646, -3.8527, 2.3255], [0.4825, -3.7780, 3.7047], [1.2281, -4.6752, 4.4614], [2.0586, -5.6145, 3.8580], [2.8882, -6.5648, 4.6813], [2.1145, -5.6588, 2.4625], [1.3784, -4.7829, 1.6914], [-7.2924, -2.9497, -0.7609], [-6.7454, -3.7205, -2.2564], [-7.5170, -2.1390, -2.3171], [-5.4907, -2.1273, 0.5528], [-3.2679, -1.0582, 0.7758], [-2.9714, -0.8434, -3.5078], [-5.2038, -1.8824, -3.7140], [0.6016, 0.4198, -2.8847], [2.3190, -0.8605, -4.1094], [3.3740, -2.9864, -4.6427], [3.5198, -5.4321, -4.3730], [1.9519, -6.6064, -2.8401], [0.2326, -5.3726, -1.6364], [-1.5266, -3.5919, -3.7176], [-3.1469, -4.9176, -4.9763], [-4.7673, -6.3825, -3.7930], [-4.7623, -6.4924, -1.3314], [-3.8495, -5.7997, 0.8193], [-2.2550, -4.4386, 2.1253], [-0.1422, -3.0305, 4.1794], [1.1694, -4.6303, 5.5434], [2.7932, -6.3525, 5.7447], [3.9432, -6.4913, 4.4097], [2.5775, -7.5983, 4.5108], [2.7594, -6.3845, 1.9765], [1.4426, -4.8182, 0.6064], [2.0769, 5.0339, 1.4287], [1.6583, 3.5542, 0.4189], [0.9585, 4.4269, -1.0950], [1.7116, 5.3319, -1.6702], [1.2993, 5.9186, -2.8191], [2.1250, 6.8734, -3.4610], [1.7194, 7.4287, -4.6376], [0.4798, 7.0637, -5.2217], [-0.3340, 6.1513, -4.6173], [0.0672, 5.5627, -3.3937], [-0.7519, 4.6867, -2.7593], [-0.3544, 4.1413, -1.6308], [-1.5954, 3.0832, -0.7340], [-2.7174, 2.7236, -2.1562], [-2.5903, 4.4272, 0.1483], [-3.3451, 5.3764, -0.7804], [-3.5912, 3.6644, 1.0307], [-1.6135, 5.2466, 0.9938], [3.3847, 3.0220, -0.1814], [4.0488, 2.3446, 1.0201], [4.3467, 4.1104, -0.6705], [3.1478, 2.0033, -1.3039], [2.5205, 5.8008, 0.7949], [2.7779, 4.7438, 2.2121], [1.1818, 5.4297, 1.9085], [3.0703, 7.1338, -2.9992], [2.3476, 8.1536, -5.1395], [0.1769, 7.5238, -6.1543], [-1.2883, 5.8620, -5.0396], [-3.5485, 2.0990, -1.8132], [-3.0946, 3.6389, -2.5977], [-2.1669, 2.1838, -2.9252], [-4.2239, 4.9051, -1.2251], [-2.7117, 5.7591, -1.5830], [-3.6938, 6.2317, -0.1927], [-4.3324, 3.1478, 0.4138], [-4.1342, 4.3617, 1.6794], [-3.0997, 2.9188, 1.6552], [-1.0101, 5.9029, 0.3611], [-0.9421, 4.6085, 1.5683], [-2.1661, 5.8777, 1.6959], [4.2910, 3.0715, 1.8005], [4.9870, 1.8765, 0.7033], [3.4269, 1.5725, 1.4598], [4.6844, 4.7414, 0.1571], [3.9149, 4.7475, -1.4310], [5.2317, 3.6171, -1.0913], [2.4208, 1.2443, -1.0115], [4.0844, 1.4890, -1.5470], [2.7907, 2.5018, -2.2124], [-2.4349, 0.0334, 2.7074], [-1.1263, -0.4263, 2.7991], [-0.7140, -0.5108, 4.1273]], "mulliken_charge": [0.78, -0.74, 0.75, -0.70, -0.72, -0.68, 0.47, -0.91, 0.88, 0.24, -1.26, 1.27, -0.92, 0.26, -0.83, -0.97, -0.62, -0.56, 0.83, 0.42, 0.46, 0.51, 0.44, 0.43, -0.33, 0.39, 0.46, 0.41, 0.48, 0.40, -1.63, 1.08, -1.22, -0.46, 0.69, -0.95, -0.62, 0.50, -0.06, 1.00, -1.19, -1.01, 0.90, -0.87, -0.81, -0.97, -0.71, 0.96, -1.14, -0.87, 0.80, -0.50, -0.88, -0.81, -0.79, 1.08, -1.29, -1.11, 0.98, 2.73, -0.74, -0.41, -0.59, -1.09, 1.21, -1.58, -0.84, -0.47, 0.39, 0.31, 0.38, 0.39, 0.48, 0.41, 0.46, 0.45, 0.45, 0.48, 0.40, 0.49, 0.58, 0.55, 0.47, 0.43, 0.47, 0.41, 0.57, 0.50, 0.35, 0.38, 0.35, 0.34, 0.40, 0.28, -1.81, 1.09, -1.07, -0.01, 0.13, -0.62, -0.59, -0.53, -0.49, 0.29, -0.19, -0.16, 1.58, -1.89, 2.31, -1.94, -2.04, -1.10, 2.30, -1.84, -1.74, -2.11, 0.46, 0.44, 0.38, 0.48, 0.41, 0.42, 0.47, 0.32, 0.78, 0.34, 0.35, 0.26, 0.52, 0.42, 0.49, 0.23, 0.37, -0.64, 0.70, 0.35, 0.60, 0.35, 0.40, 0.22, 0.50, 0.21, 0.63, 0.29, -0.36, 1.25, -0.34]}

---

2.
{"formula": "C66H98N8O22", "method": "ωB97M-V/def2-TZVPD", "homo_ev": -7.45, "homo_lumo_gap_ev": 7.553, "de_lowest_kj_mol": 48.6, "elements": ["C", "C", "C", "C", "C", "C", "O", "O", "H", "H", "H", "H", "H", "H", "C", "C", "C", "C", "C", "C", "O", "O", "H", "H", "H", "H", "H", "H", "C", "C", "C", "C", "C", "C", "O", "O", "H", "H", "H", "H", "H", "H", "C", "C", "C", "C", "C", "C", "O", "O", "H", "H", "H", "H", "H", "H", "C", "C", "C", "C", "C", "C", "O", "O", "H", "H", "H", "H", "H", "H", "C", "C", "C", "C", "C", "C", "O", "O", "H", "H", "H", "H", "H", "H", "C", "C", "C", "C", "C", "C", "O", "O", "H", "H", "H", "H", "H", "H", "C", "C", "O", "N", "C", "H", "H", "H", "H", "H", "H", "H", "C", "C", "O", "N", "C", "H", "H", "H", "H", "H", "H", "H", "C", "C", "O", "N", "C", "H", "H", "H", "H", "H", "H", "H", "C", "C", "O", "N", "C", "H", "H", "H", "H", "H", "H", "H", "C", "C", "O", "N", "C", "H", "H", "H", "H", "H", "H", "H", "C", "C", "O", "N", "C", "H", "H", "H", "H", "H", "H", "H", "C", "C", "O", "N", "C", "H", "H", "H", "H", "H", "H", "H", "C", "C", "O", "N", "C", "H", "H", "H", "H", "H", "H", "H"], "coordinates": [[14.3903, 15.4470, 18.2347], [13.3203, 14.8516, 17.5777], [13.2194, 14.7910, 16.2019], [14.1824, 15.4441, 15.4608], [15.1998, 16.1825, 16.0408], [15.3379, 16.1333, 17.4419], [16.5132, 16.6554, 18.0255], [12.2827, 14.0494, 15.4750], [14.4267, 15.5017, 19.3505], [12.5603, 14.3767, 18.2141], [14.0422, 15.3745, 14.3810], [15.9604, 16.6517, 15.4435], [16.4142, 16.7884, 18.9520], [11.7743, 13.6245, 16.1700], [18.0351, 17.0582, 13.5378], [17.6145, 15.7104, 13.5509], [16.4285, 15.3352, 12.9677], [15.5933, 16.2616, 12.3564], [15.9952, 17.6127, 12.4083], [17.1940, 17.9997, 12.9997], [17.6029, 19.3279, 12.9581], [16.1414, 13.9686, 12.9867], [19.0142, 17.2744, 13.9777], [18.1736, 14.8944, 14.0512], [14.6965, 16.0167, 11.7713], [15.3750, 18.3884, 11.9489], [16.9681, 19.7111, 12.3126], [15.2213, 13.8276, 12.7092], [24.1297, 18.9746, 12.7165], [23.5422, 17.7571, 12.4582], [22.3245, 17.7705, 11.7386], [21.7709, 18.9316, 11.2688], [22.3300, 20.2045, 11.6059], [23.5304, 20.2239, 12.2942], [24.1477, 21.3761, 12.7609], [21.7019, 16.6088, 11.3021], [25.0192, 19.0836, 13.3450], [24.0238, 16.7947, 12.7366], [20.9623, 18.7943, 10.5914], [21.8183, 21.1183, 11.3123], [24.9126, 21.1975, 13.3255], [21.8410, 15.8721, 11.9479], [23.0749, 17.8507, 16.3865], [22.7616, 16.5388, 15.8922], [21.5238, 16.0234, 15.9779], [20.5355, 16.8540, 16.5310], [20.7739, 18.1454, 16.8766], [22.0992, 18.6718, 16.8608], [22.4053, 19.8884, 17.3272], [21.2392, 14.7552, 15.4869], [24.1059, 18.1824, 16.3063], [23.5594, 15.9321, 15.5243], [19.5208, 16.4832, 16.5652], [19.9579, 18.7770, 17.2773], [21.5984, 20.4007, 17.4117], [21.5387, 14.5488, 14.5831], [16.6972, 13.5665, 7.4706], [17.4381, 12.4765, 7.9444], [17.1933, 11.9910, 9.2112], [16.1911, 12.4990, 10.0174], [15.5483, 13.6840, 9.6132], [15.7945, 14.1668, 8.3176], [14.9936, 15.2118, 7.8454], [18.0210, 11.0079, 9.6785], [16.9178, 13.9842, 6.4916], [18.1245, 11.9656, 7.2643], [16.0216, 12.1297, 11.0098], [14.8068, 14.1589, 10.2214], [15.5109, 15.5591, 7.1006], [17.7227, 10.6234, 10.5026], [18.3539, 11.4810, 13.4938], [19.0864, 11.9564, 14.6089], [19.4007, 10.9979, 15.5666], [19.0212, 9.6777, 15.5020], [18.1499, 9.2692, 14.4835], [17.9649, 10.1381, 13.4533], [17.3139, 9.8120, 12.2591], [20.1737, 11.4231, 16.6156], [18.1645, 12.1160, 12.6614], [19.4370, 12.9709, 14.7713], [19.3774, 8.9922, 16.2881], [17.8364, 8.2392, 14.4498], [17.2323, 8.8570, 12.1971], [20.1416, 10.7092, 17.2865], [11.2590, 18.3431, 11.4250], [12.5564, 18.3701, 10.9525], [13.0034, 17.5091, 9.9085], [12.0553, 16.6458, 9.3621], [10.7741, 16.6517, 9.8588], [10.3622, 17.4348, 10.9016], [9.0524, 17.3047, 11.2874], [14.2911, 17.4991, 9.4953], [11.0554, 18.9087, 12.2955], [13.2665, 19.0215, 11.4546], [12.2754, 15.9658, 8.5184], [10.0781, 15.9754, 9.3842], [8.9231, 17.9211, 11.9993], [14.5350, 16.6354, 9.1279], [21.8789, 11.8444, 13.3848], [21.4783, 13.0297, 12.5530], [21.8451, 14.1714, 12.8979], [20.6968, 12.7727, 11.4904], [20.1567, 13.7901, 10.6537], [21.2223, 11.0122, 13.2425], [21.7499, 12.1635, 14.3987], [22.8646, 11.4790, 13.1636], [20.5197, 11.8306, 11.2297], [19.3845, 14.3760, 11.1315], [19.6621, 13.2239, 9.8412], [20.9150, 14.4305, 10.2106], [11.2519, 14.1173, 12.5307], [12.5743, 13.4270, 12.4592], [13.6573, 14.0246, 12.3105], [12.6072, 12.0717, 12.6490], [13.7572, 11.3140, 13.0778], [11.4306, 15.1456, 12.8206], [10.4745, 13.6238, 13.1256], [10.7877, 14.1851, 11.5732], [11.7216, 11.5970, 12.5809], [14.2594, 10.8520, 12.2887], [13.3434, 10.4833, 13.6871], [14.5150, 11.9370, 13.5453], [13.7166, 19.4084, 15.5061], [12.2608, 18.9675, 15.2911], [11.6344, 19.5502, 14.4273], [11.8617, 17.7866, 15.9231], [10.4461, 17.4264, 16.0928], [13.7796, 20.4984, 15.6685], [14.3180, 19.3390, 14.5800], [14.3036, 18.8995, 16.2940], [12.5150, 17.3895, 16.5935], [9.8130, 17.9424, 15.3618], [10.0787, 17.7659, 17.0352], [10.2680, 16.3326, 15.9759], [13.1803, 22.7321, 12.6327], [14.5058, 22.9504, 13.4317], [14.5787, 23.5480, 14.5087], [15.6158, 22.6107, 12.8032], [16.8994, 22.7546, 13.4887], [12.9415, 21.6889, 12.4229], [13.2584, 23.4545, 11.8131], [12.4335, 23.1036, 13.3210], [15.5719, 21.8546, 12.1208], [17.5522, 22.0550, 12.9372], [16.7767, 22.3208, 14.4577], [17.3715, 23.7578, 13.5872], [20.6621, 15.6857, 7.4456], [19.2845, 16.1458, 7.7770], [18.3942, 16.0406, 6.9167], [19.0920, 16.6551, 9.0043], [17.8151, 16.8834, 9.6522], [20.6863, 14.6875, 7.7862], [21.4699, 16.1996, 7.9872], [20.7793, 15.7618, 6.3936], [19.8875, 16.5821, 9.5626], [17.5815, 16.1046, 10.3686], [17.1018, 16.8909, 8.8430], [17.9286, 17.8452, 10.1590], [18.0708, 20.8838, 9.6936], [16.5737, 20.8839, 9.9362], [16.0373, 20.3429, 10.9108], [15.8344, 21.5738, 9.0404], [14.4379, 21.7581, 8.8050], [18.4832, 20.2100, 10.4211], [18.4240, 21.9283, 9.7749], [18.2569, 20.5381, 8.6689], [16.4090, 22.0328, 8.3691], [14.3719, 22.2179, 7.8405], [13.9301, 22.4192, 9.5068], [13.9521, 20.8018, 8.7676], [15.4012, 12.0325, 16.5539], [16.6038, 12.3297, 17.4116], [16.8325, 11.7104, 18.4334], [17.3513, 13.3846, 16.9308], [18.4857, 13.9310, 17.6783], [15.7561, 11.2137, 15.9137], [15.1260, 12.9034, 15.9823], [14.6827, 11.6070, 17.2263], [16.9593, 13.9958, 16.2007], [19.0960, 13.1838, 18.1789], [18.1412, 14.7056, 18.3525], [19.1448, 14.3582, 16.9080], [20.9286, 21.3361, 14.7626], [19.9256, 21.0037, 15.7922], [20.2375, 21.2066, 16.9472], [18.7476, 20.4733, 15.4204], [17.7952, 20.0473, 16.4470], [21.2380, 22.3568, 14.8353], [20.7975, 21.0537, 13.7134], [21.8517, 20.8263, 14.9354], [18.6518, 20.2534, 14.4231], [17.0090, 19.3938, 16.0429], [17.3770, 20.9626, 16.8969], [18.3475, 19.5079, 17.2453]], "mulliken_charge": [-0.88, -0.79, -0.10, 1.11, 1.06, 0.55, -0.49, -0.56, 0.30, 0.38, -1.03, -0.26, 0.26, 0.26, -0.39, 0.15, 0.48, 0.49, 0.31, 1.01, 0.22, 1.82, 0.58, -1.00, -0.65, -0.84, -0.72, -0.60, -0.31, -0.71, 0.45, -0.39, -0.51, 0.71, -0.58, -0.09, 0.12, 0.32, 0.51, 0.40, 0.32, 0.01, -0.53, -0.23, -0.01, 0.28, -0.30, -1.21, -0.67, -0.18, 0.41, 0.57, 0.28, 0.80, 0.55, 0.08, -0.48, -0.44, -0.01, -0.17, -0.48, 0.46, -0.56, -0.71, 0.33, 0.42, 0.04, 0.90, 0.27, 0.27, -0.16, 1.17, -0.31, -0.75, -1.15, 0.21, -0.54, -0.50, 0.59, 0.08, 0.32, 0.46, 0.23, 0.31, -0.41, 0.11, -0.15, -0.48, -0.56, 0.53, -0.63, -0.41, 0.34, 0.44, 0.41, 0.44, 0.29, 0.02, -1.34, 0.54, -0.91, 0.07, -0.78, 0.33, 0.25, 0.50, 0.40, 0.18, 0.01, 0.42, -1.61, 0.54, -0.55, -0.10, -0.81, 0.10, 0.42, 0.58, 0.28, 0.50, 0.36, -0.27, -0.14, 0.33, -0.65, 0.03, -1.03, 0.54, -0.37, 0.25, 0.09, 0.34, 0.38, 0.24, -0.90, 0.70, -0.69, 0.10, -0.56, 0.15, 0.33, 0.30, 0.00, -0.05, 0.21, 0.36, -1.36, 0.86, -0.66, 0.29, 0.68, 0.19, 0.29, 0.45, -0.03, -0.21, 0.15, -0.66, -1.07, 0.39, -0.27, -0.18, -0.72, -0.27, 0.49, 0.52, 0.26, 0.39, 0.17, 0.20, -0.10, 0.36, -0.75, 1.46, -0.98, 0.07, -0.51, 0.48, -0.82, 0.38, 0.29, 0.05, -0.93, 1.10, -0.86, 1.19, -1.21, 0.52, -0.17, 0.30, -0.42, 0.16, 0.42, 0.49]}